(1)
The following is a DFT calculation (ωB97M-V/def2-TZVPD) of a molecular structure, C28H31O at a distorted geometry.

Computed properties:
Total energy   -1160.43086 hartree
Orbital gap   6.1060 eV
Charge   +1
Lowest unoccupied orbital energy   -5.0 eV
Largest force on an atom   4.1 eV/Å
HOMO   -11.10 eV

Last column: Löwdin charge in e.
CARTESIAN COORDINATES (ANGSTROEM)
O -2.324 -3.235 5.849  -0.001
C -1.968 -1.906 5.590  -0.218
C -5.142 -3.331 8.225  -0.074
C 4.027 0.871 0.167  -0.205
C -0.974 4.092 7.856  -0.016
C -0.747 2.072 4.542  -0.031
C -4.522 -4.134 5.607  -0.007
C -0.264 6.481 8.385  -0.036
C -2.209 -1.393 4.311  0.032
C 0.726 1.994 3.209  0.027
C 2.351 2.776 -0.080  -0.167
C -0.305 5.505 6.070  -0.025
C 1.306 1.489 2.008  -0.134
C -5.814 -4.305 6.101  -0.071
C -0.446 4.457 5.173  -0.031
C -1.129 0.684 4.939  -0.217
C -1.175 3.037 6.957  -0.007
C -6.122 -3.913 7.413  -0.082
C 3.039 -0.118 0.815  -0.187
C -0.897 0.162 6.222  -0.011
C 2.307 0.359 2.101  -0.135
C -1.347 -1.124 6.552  0.028
C -0.502 5.342 7.449  -0.253
C -0.733 3.146 5.599  -0.167
C -3.576 -3.498 6.418  -0.250
C 3.353 1.850 -0.787  -0.217
C -1.837 -0.093 4.019  -0.012
C 1.136 2.100 0.639  -0.127
C -3.856 -3.111 7.728  -0.013
H -1.171 3.945 8.923  0.125
H -6.577 -4.764 5.470  0.110
H -4.246 -4.448 4.602  0.120
H -1.414 2.389 3.723  0.136
H 2.903 3.422 0.616  0.120
H 4.134 2.460 -1.269  0.119
H -2.655 -2.026 3.562  0.127
H 1.225 1.641 4.129  0.130
H -7.121 -4.081 7.814  0.106
H -3.068 -2.641 8.325  0.111
H 3.612 -1.010 1.085  0.113
H -0.385 0.718 6.991  0.109
H 0.020 6.476 5.708  0.122
H 2.298 -0.451 0.065  0.118
H -1.051 7.232 8.313  0.095
H 1.957 3.436 -0.862  0.115
H -0.329 4.667 4.106  0.116
H 3.073 0.602 2.861  0.138
H -2.084 0.320 3.038  0.129
H -1.672 2.154 7.352  0.107
H 1.775 -0.519 2.502  0.136
H 4.782 0.299 -0.400  0.118
H 0.414 3.042 3.132  0.086
H 0.795 1.289 -0.023  0.134
H 0.667 6.985 8.139  0.087
H -1.169 -1.543 7.537  0.124
H -0.212 6.159 9.421  0.082
H 4.572 1.421 0.947  0.119
H 2.862 1.294 -1.597  0.118
H -5.359 -3.047 9.260  0.111
H 0.327 2.859 0.666  0.123



(2)
The following is a DFT calculation (ωB97M-V/def2-TZVPD) of a molecular structure, C28H32As2N2O2PPd at a distorted geometry.

Computed properties:
Total energy   -6286.65094 hartree
Orbital gap (alpha / beta)   7.6755 / 6.7357 eV
Expectation value of S²   2.018
Charge   +1
Multiplicity   3
Lowest unoccupied orbital energy (alpha / beta)   -2.0 / -4.4 eV
Largest force on an atom   1.0 eV/Å
HOMO (alpha / beta)   -9.66 / -11.14 eV

Last column: Löwdin spin population.
CARTESIAN COORDINATES (ANGSTROEM)
Pd 0.046 0.845 0.214  0.930
As 0.067 1.452 -2.222  0.093
As 2.394 1.669 0.216  0.069
P -1.580 -0.805 0.806  0.149
O -1.503 2.600 0.292  0.192
O -3.163 1.483 1.035  0.082
N -0.281 1.158 2.611  0.086
N -2.744 2.481 0.498  0.097
C -1.686 -0.837 2.612  0.017
C 0.305 -1.997 -0.859  0.032
C 3.297 2.868 1.435  0.024
C -2.653 -3.229 -0.163  0.011
C -2.374 -1.835 3.296  0.004
C 3.902 3.164 -1.767  0.001
C -0.957 0.108 3.329  0.003
C 4.147 3.727 -3.009  0.000
C -2.304 -1.916 4.679  0.004
C 1.928 -2.997 1.156  -0.001
C -4.993 -3.530 -0.643  0.008
C 3.196 3.618 -4.015  0.001
C 2.239 -3.247 -0.175  0.027
C 1.755 2.379 -2.524  0.009
C -0.032 -1.751 0.483  0.019
C 0.037 0.226 -3.718  0.025
C 0.805 -2.253 1.485  0.026
C -1.213 2.782 -2.788  0.021
C -5.239 -2.214 -0.274  -0.001
C -1.542 -0.995 5.383  0.002
C 2.010 2.945 -3.773  0.003
C 2.709 2.489 -1.517  -0.001
C 1.428 -2.745 -1.183  -0.004
C -4.197 -1.400 0.143  0.007
C -0.876 0.020 4.710  0.004
C 3.661 0.201 0.133  0.015
C -3.701 -4.035 -0.585  0.000
C -2.895 -1.903 0.202  0.025
H -2.834 -2.701 5.202  0.000
H 1.276 2.872 -4.566  0.000
H -4.397 -0.374 0.426  0.000
H -1.002 3.080 -3.813  0.004
H 3.378 4.060 -4.986  0.000
H -0.941 1.882 2.330  -0.001
H -6.245 -1.817 -0.313  0.000
H -1.477 -1.053 6.461  0.000
H 0.154 0.784 -4.645  0.005
H 4.364 2.880 1.224  0.004
H 4.652 0.576 -0.118  0.003
H 2.556 -3.395 1.942  -0.001
H -1.149 3.636 -2.120  0.000
H 1.665 -2.944 -2.221  -0.001
H 3.325 -0.498 -0.632  0.000
H -2.953 -2.563 2.740  0.000
H -5.806 -4.162 -0.974  0.000
H -2.215 2.362 -2.723  0.000
H -3.506 -5.063 -0.861  0.000
H 0.563 -2.079 2.526  0.001
H -1.658 -3.647 -0.106  0.001
H 2.887 3.871 1.340  0.000
H -0.354 -1.650 -1.644  0.001
H 3.145 2.513 2.453  0.000
H 0.846 -0.495 -3.622  0.000
H 4.653 3.254 -0.992  0.000
H 0.429 1.593 3.188  0.001
H 3.690 -0.316 1.090  0.000
H -0.917 -0.298 -3.733  0.000
H 3.108 -3.842 -0.425  0.002
H -0.307 0.759 5.263  0.000
H 5.077 4.249 -3.192  0.000



(3)
The following is a DFT calculation (ωB97M-V/def2-TZVPD) of a molecular structure, C28H32AuN2O4P2S2 at a distorted geometry.

Computed properties:
Total energy   -3111.43814 hartree
Orbital gap (alpha / beta)   5.7402 / 6.5281 eV
Expectation value of S²   0.763
Multiplicity   2
Lowest unoccupied orbital energy (alpha / beta)   -0.3 / -0.7 eV
Largest force on an atom   5.9 eV/Å
HOMO (alpha / beta)   -6.07 / -7.21 eV

Last column: Löwdin spin population.
CARTESIAN COORDINATES (ANGSTROEM)
Au -0.490 0.686 -1.431  0.272
S 1.936 0.984 -1.772  0.014
S -0.355 3.479 -1.812  0.087
P 1.517 2.924 -2.133  0.007
P -0.588 -1.812 -1.261  0.162
O -0.728 1.144 6.069  0.000
O 1.892 3.289 -3.652  0.002
O 2.599 3.729 -1.256  0.001
O -3.163 1.638 -1.405  0.106
N -0.610 1.394 3.293  0.000
N -0.238 1.227 0.877  0.018
C -1.096 -2.063 1.500  0.000
C 0.021 -3.871 -2.988  0.013
C -1.895 1.160 3.928  0.000
C -1.661 0.455 5.269  0.000
C 0.018 -3.498 -1.643  0.051
C 2.136 5.591 0.216  0.001
C 3.162 2.887 -4.186  0.000
C -2.988 -3.205 -1.431  0.007
C -2.642 0.524 -1.420  0.146
C 0.965 -6.000 -2.415  0.010
C 0.652 -1.962 3.138  -0.001
C 0.515 1.279 5.419  0.000
C 2.531 5.159 -1.184  0.003
C 1.164 -1.547 0.837  0.001
C -3.161 -0.763 -1.463  0.045
C -4.357 -3.327 -1.539  0.001
C -0.168 -1.778 0.509  0.004
C -0.448 1.325 2.007  0.002
C -4.579 -0.926 -1.569  0.008
C -2.369 -1.959 -1.381  0.005
C 0.479 -5.115 -3.369  -0.001
C 0.366 2.080 4.123  0.000
C -5.149 -2.165 -1.609  0.011
C 0.514 -4.389 -0.689  0.016
C 3.598 3.890 -5.240  0.000
C 0.969 -5.635 -1.079  0.001
C -0.679 -2.169 2.815  0.000
C 1.570 -1.627 2.153  0.000
H -2.378 -4.096 -1.370  0.001
H 1.868 -1.316 0.049  0.000
H -6.223 -2.269 -1.688  0.001
H -2.510 0.539 3.275  0.000
H 4.545 3.566 -5.668  0.000
H 1.329 -6.330 -0.332  0.000
H 1.164 1.801 6.122  0.000
H 0.013 3.094 4.359  0.000
H -2.584 0.434 5.848  0.000
H 3.043 1.889 -4.622  0.000
H -1.395 -2.435 3.581  0.000
H 2.852 3.945 -6.028  0.000
H 2.175 6.674 0.283  0.000
H -2.132 -2.206 1.234  0.000
H 0.465 -5.399 -4.412  0.000
H 3.720 4.879 -4.804  0.000
H 2.602 -1.429 2.406  0.000
H 1.812 5.542 -1.916  0.002
H 3.896 2.828 -3.374  0.000
H -5.174 -0.025 -1.610  0.001
H 0.975 -2.076 4.162  0.000
H 2.819 5.164 0.945  0.000
H -0.359 -3.172 -3.722  0.002
H 1.315 2.148 3.588  0.000
H 3.529 5.531 -1.437  0.000
H 1.127 5.255 0.433  0.001
H -2.408 2.114 4.110  0.000
H -4.814 -4.305 -1.562  0.000
H 0.938 0.290 5.189  0.000
H -1.313 -0.572 5.087  0.000
H 0.519 -4.128 0.359  0.001
H 1.340 -6.969 -2.716  0.001



(4)
The following is a DFT calculation (ωB97M-V/def2-TZVPD) of a molecular structure, C28H32B11Br6N4NaSe.

Computed properties:
Total energy   -19586.95629 hartree
Orbital gap   8.7187 eV
Lowest unoccupied orbital energy   -0.1 eV
Largest force on an atom   0.5 eV/Å
HOMO   -8.84 eV

Last column: Löwdin charge in e.
CARTESIAN COORDINATES (ANGSTROEM)
Br 6.203 3.230 1.323  0.856
Br 1.630 1.978 -2.744  0.931
Br 2.850 1.358 0.876  0.937
Br 5.344 1.464 -2.029  0.846
Br 0.132 3.858 0.140  0.884
Br 2.897 4.744 2.673  0.854
Se -0.886 -0.189 1.672  1.198
Na 0.630 0.566 -0.624  -0.023
N -0.840 1.776 5.958  0.063
N -1.055 -3.716 -0.411  0.152
N -0.379 -1.502 -0.791  0.044
N -2.580 -1.983 -0.273  0.132
C -2.331 -5.621 -1.205  -0.019
C 3.681 -2.506 -1.258  -0.070
C -1.614 2.324 5.025  -0.135
C -2.402 0.321 0.616  -0.382
C -3.049 -0.656 -0.155  -0.211
C 0.971 -1.937 -0.932  -0.300
C 1.804 -2.087 0.181  -0.059
C 0.601 -1.923 -3.429  -0.029
C -0.210 0.121 4.340  -0.123
C -1.286 -2.370 -0.507  -0.412
C -2.059 -4.707 -0.189  -0.212
C -4.018 1.953 -0.117  -0.059
C -3.294 -6.601 -1.033  -0.081
C -2.742 -4.764 1.027  -0.213
C -0.148 0.691 5.601  -0.139
C -2.430 -3.835 2.173  -0.034
C 3.872 5.748 -1.641  0.050
C -1.021 0.708 3.375  -0.450
C 2.849 -2.377 -2.363  -0.030
C -3.729 -5.741 1.167  -0.039
C 1.494 -2.093 -2.226  -0.219
C -4.009 -6.650 0.158  -0.078
C 3.156 -2.366 0.017  -0.077
C -1.737 1.840 3.727  -0.071
C -2.856 1.637 0.568  -0.121
C -4.711 0.958 -0.787  -0.036
C -4.938 -1.400 -1.647  -0.033
C -4.227 -0.341 -0.842  -0.201
B 5.171 4.674 -1.397  -0.254
B 4.464 5.605 -0.060  -0.258
B 2.731 5.812 -0.381  -0.257
B 3.264 3.021 -0.067  -0.917
B 2.696 3.304 -1.746  -0.854
B 3.878 4.318 -2.550  -0.264
B 2.371 5.026 -1.924  -0.264
B 1.981 4.218 -0.402  -0.877
B 4.805 3.880 0.142  -0.902
B 3.279 4.590 0.773  -0.903
B 4.429 3.071 -1.415  -0.898
H -3.274 -2.702 -0.388  0.123
H -4.273 -1.843 -2.394  0.089
H -0.274 -2.576 -3.377  0.076
H 0.223 -0.900 -3.501  0.068
H -1.774 -5.554 -2.134  0.115
H 6.251 4.945 -1.792  0.167
H -4.777 -7.399 0.302  0.105
H 3.262 -2.487 -3.362  0.117
H 1.145 -2.148 -4.346  0.082
H -4.372 2.977 -0.139  0.113
H -5.624 1.199 -1.318  0.114
H 0.366 -0.769 4.116  0.095
H 3.798 -2.448 0.887  0.112
H -5.314 -2.213 -1.016  0.087
H -5.794 -0.973 -2.167  0.080
H -2.388 2.352 3.041  0.084
H -2.170 3.208 5.321  0.109
H -4.273 -5.796 2.104  0.117
H -2.284 2.418 1.044  0.054
H 1.591 5.502 -2.676  0.167
H 2.200 6.829 -0.095  0.167
H 0.482 0.251 6.367  0.108
H 1.391 -1.976 1.176  0.090
H 5.070 6.496 0.423  0.167
H -3.178 -3.044 2.268  0.087
H -1.463 -3.351 2.049  0.057
H -3.490 -7.314 -1.824  0.106
H -0.174 -4.017 -0.799  0.150
H 4.086 6.666 -2.163  0.186
H 4.737 -2.700 -1.396  0.109
H -2.422 -4.394 3.110  0.087
H 4.090 4.334 -3.713  0.167